(1)
Molecular formula: C32H75FN5O6PS3
Method: DFT, ωB97M-V/def2-TZVPD

Last column: Löwdin charge in e.
Atoms and positions in Å:
C1 3.582 6.463 5.931  -0.125
N1 3.190 7.409 4.817  -0.176
C2 1.759 7.885 4.920  -0.093
C3 3.547 6.891 3.444  -0.260
O1 2.882 7.106 2.306  -0.034
C4 4.946 6.007 3.322  -0.069
C5 4.707 4.390 3.204  -0.218
C6 5.564 3.705 4.461  -0.161
O2 7.040 3.714 4.207  -0.265
S1 7.468 2.494 3.087  0.805
O3 8.638 3.052 2.221  -0.344
O4 7.941 1.163 3.737  -0.343
C7 5.986 2.294 1.928  -0.474
P1 4.794 0.911 2.487  0.333
S2 4.224 -0.298 1.067  0.180
C8 5.309 3.781 1.783  -0.313
S3 4.031 3.672 0.406  0.904
O5 2.586 3.354 0.907  -0.337
O6 4.413 2.570 -0.651  -0.364
F1 4.107 5.176 -0.484  -0.245
H1 3.171 6.892 6.965  0.111
H2 4.758 6.372 6.095  0.095
H3 3.088 5.381 5.838  0.115
H4 1.789 9.055 4.994  0.107
H5 1.031 7.459 4.110  0.108
H6 1.332 7.506 5.969  0.099
H7 5.737 6.288 4.149  0.127
H8 5.437 6.350 2.289  0.141
H9 3.568 4.092 3.243  0.153
H10 5.397 4.408 5.394  0.125
H11 5.160 2.646 4.769  0.127
H12 6.447 1.951 0.886  0.149
H13 3.667 1.498 3.212  0.007
H14 5.505 0.079 3.467  0.009
H15 6.178 4.503 1.400  0.167
C9 -3.482 -0.913 0.129  -0.080
C10 -2.431 0.032 0.705  -0.260
N2 -1.450 -0.619 1.578  -0.185
C11 -0.612 0.334 2.316  -0.248
C12 0.326 1.224 1.507  -0.096
C13 -0.734 -1.762 1.009  -0.247
C14 0.079 -1.524 -0.260  -0.076
H16 -4.022 -1.438 0.924  0.064
H17 -4.215 -0.341 -0.453  0.074
H18 -3.043 -1.655 -0.545  0.064
H19 -2.972 0.790 1.286  0.119
H20 -1.943 0.561 -0.123  0.078
H21 -0.024 -0.206 3.068  0.107
H22 -1.276 0.987 2.899  0.107
H23 1.203 0.675 1.158  0.031
H24 0.695 2.039 2.138  0.058
H25 -0.168 1.681 0.645  0.069
H26 -1.461 -2.557 0.803  0.101
H27 -0.076 -2.197 1.771  0.113
H28 -0.448 -0.903 -0.988  0.054
H29 0.292 -2.483 -0.745  0.074
H30 1.043 -1.061 -0.038  0.046
C15 -1.572 2.490 -2.541  -0.087
C16 -1.649 1.245 -3.421  -0.264
N3 -3.014 0.824 -3.752  -0.185
C17 -3.072 -0.502 -4.377  -0.248
C18 -2.422 -0.667 -5.747  -0.093
C19 -3.873 1.838 -4.366  -0.251
C20 -3.405 2.458 -5.679  -0.091
H31 -2.126 2.350 -1.607  0.065
H32 -0.527 2.696 -2.283  0.076
H33 -1.961 3.377 -3.049  0.066
H34 -1.155 0.436 -2.868  0.101
H35 -1.051 1.417 -4.325  0.098
H36 -4.119 -0.826 -4.443  0.113
H37 -2.602 -1.220 -3.692  0.105
H38 -3.034 -0.231 -6.540  0.057
H39 -2.318 -1.732 -5.979  0.063
H40 -1.422 -0.228 -5.792  0.068
H41 -4.022 2.648 -3.642  0.101
H42 -4.879 1.425 -4.511  0.114
H43 -2.339 2.699 -5.675  0.069
H44 -3.949 3.391 -5.860  0.073
H45 -3.611 1.802 -6.528  0.055
C21 2.704 -6.397 -6.231  -0.095
C22 1.998 -5.575 -7.306  -0.272
N4 0.567 -5.368 -7.065  -0.191
C23 -0.136 -4.801 -8.222  -0.251
C24 0.248 -3.393 -8.663  -0.092
C25 0.207 -4.783 -5.772  -0.248
C26 0.788 -3.414 -5.431  -0.085
H46 2.229 -7.376 -6.105  0.079
H47 3.747 -6.565 -6.519  0.073
H48 2.714 -5.886 -5.263  0.064
H49 2.121 -6.119 -8.251  0.117
H50 2.528 -4.621 -7.423  0.095
H51 -1.218 -4.830 -8.038  0.111
H52 0.018 -5.476 -9.075  0.108
H53 -0.168 -2.633 -7.997  0.050
H54 -0.159 -3.196 -9.660  0.072
H55 1.331 -3.253 -8.722  0.068
H56 0.502 -5.484 -4.982  0.101
H57 -0.886 -4.732 -5.686  0.113
H58 1.844 -3.326 -5.697  0.071
H59 0.709 -3.240 -4.353  0.070
H60 0.236 -2.610 -5.923  0.042
C27 -1.997 -3.422 4.745  -0.090
C28 -3.293 -2.619 4.660  -0.268
N5 -4.491 -3.432 4.429  -0.187
C29 -5.676 -2.631 4.100  -0.249
C30 -6.215 -1.691 5.174  -0.094
C31 -4.725 -4.524 5.376  -0.251
C32 -4.866 -4.162 6.850  -0.093
H61 -1.840 -4.019 3.841  0.078
H62 -1.146 -2.740 4.848  0.069
H63 -1.983 -4.089 5.613  0.062
H64 -3.176 -1.919 3.824  0.107
H65 -3.389 -2.010 5.568  0.095
H66 -6.486 -3.297 3.777  0.112
H67 -5.441 -2.028 3.212  0.100
H68 -6.759 -2.234 5.950  0.054
H69 -6.924 -0.988 4.725  0.071
H70 -5.427 -1.097 5.646  0.067
H71 -3.903 -5.245 5.280  0.100
H72 -5.611 -5.091 5.067  0.114
H73 -4.130 -3.421 7.175  0.068
H74 -4.719 -5.056 7.465  0.072
H75 -5.865 -3.783 7.077  0.054

Atoms 1-2, force components in eV/Å:
C 0.1 -0.5 1.8
N -0.2 -2.6 -2.7

relative energy (zero: lowest compared OMol25 entry of this formula, charge and spin) = 177.9 kcal per mole
HOMO-LUMO gap = 6.6 eV
E_tot = -3624.8850 Eh
structure (SMILES) = CN(C)C(=O)C[C@@H]1COS(=O)(=O)[C@@H]([PH2]=S)[C@H]1S(=O)(=O)F.CCN(CC)CC.CCN(CC)CC.CCN(CC)CC.CCN(CC)CC


(2)
Molecular formula: C32H76B2F6N5O10S2Zn
Method: DFT, ωB97M-V/def2-TZVPD

Last column: Löwdin charge in e.
Atoms and positions in Å:
Zn1 -5.394 -15.057 19.980  0.507
B1 -5.326 -16.602 21.839  -0.405
H1 -4.616 -17.253 22.325  -0.051
H2 -6.248 -16.458 22.380  -0.043
H3 -4.867 -15.640 21.671  -0.064
H4 -5.547 -16.983 20.853  -0.066
B2 -7.359 -15.861 19.453  -0.399
H5 -6.429 -16.323 19.160  -0.045
H6 -8.082 -15.948 18.657  -0.028
H7 -7.832 -16.356 20.287  -0.023
H8 -7.160 -14.830 19.700  -0.041
C1 -2.357 -12.886 21.520  -0.613
F1 -1.233 -12.306 21.163  0.109
F2 -2.249 -14.228 21.566  0.098
F3 -2.834 -12.313 22.713  0.061
S1 -3.595 -12.533 20.060  0.665
O1 -3.573 -11.061 19.902  -0.375
O2 -3.118 -13.170 18.877  -0.343
N1 -5.072 -13.350 20.746  -0.392
S2 -6.148 -12.251 21.177  0.577
O3 -5.479 -11.096 21.764  -0.361
O4 -7.302 -11.943 20.320  -0.347
C2 -6.989 -13.156 22.704  -0.618
F4 -8.077 -12.510 23.206  0.078
F5 -7.274 -14.377 22.258  0.090
F6 -6.134 -13.299 23.726  0.100
C3 -6.591 -13.847 17.251  -0.087
O5 -5.513 -14.544 17.863  -0.294
C4 -4.697 -15.178 16.934  -0.180
C5 -3.471 -15.858 17.646  -0.157
N2 -3.787 -16.171 19.037  -0.060
C6 -2.592 -16.770 19.646  -0.155
C7 -2.315 -18.110 18.998  -0.273
O6 -3.362 -19.001 18.934  -0.159
C8 -2.965 -20.401 18.989  -0.074
H9 -7.404 -14.504 16.942  0.087
H10 -6.364 -13.126 16.466  0.088
H11 -7.003 -13.202 18.027  0.083
H12 -4.461 -14.459 16.149  0.114
H13 -5.384 -15.858 16.431  0.120
H14 -2.606 -15.198 17.720  0.102
H15 -3.186 -16.731 17.059  0.104
H16 -4.250 -17.066 18.967  0.095
H17 -2.907 -16.944 20.675  0.110
H18 -1.727 -16.106 19.617  0.129
H19 -1.424 -18.558 19.439  0.118
H20 -1.986 -18.006 17.964  0.107
H21 -2.706 -20.818 19.963  0.081
H22 -2.003 -20.605 18.520  0.071
H23 -3.758 -20.960 18.493  0.087
C9 -8.650 -15.411 25.666  -0.053
O7 -9.207 -14.841 26.821  -0.243
C10 -9.395 -13.476 26.862  -0.241
C11 -10.436 -12.892 25.901  -0.199
N3 -11.562 -13.803 25.802  -0.037
C12 -12.571 -13.638 26.877  -0.195
C13 -13.369 -14.958 27.065  -0.210
O8 -12.420 -15.983 27.332  -0.189
C14 -12.896 -17.167 27.929  -0.118
H24 -9.455 -15.242 24.951  0.093
H25 -8.621 -16.481 25.871  0.096
H26 -7.688 -14.912 25.542  0.098
H27 -8.359 -13.147 26.946  0.123
H28 -9.688 -13.206 27.876  0.107
H29 -10.005 -12.732 24.913  0.097
H30 -10.711 -11.854 26.084  0.116
H31 -11.160 -14.683 26.092  0.062
H32 -13.312 -12.873 26.644  0.107
H33 -12.139 -13.418 27.854  0.108
H34 -13.885 -15.149 26.124  0.118
H35 -14.093 -14.855 27.873  0.111
H36 -13.857 -17.139 28.442  0.074
H37 -12.139 -17.663 28.536  0.088
H38 -13.221 -17.850 27.144  0.078
C15 -7.598 -5.223 24.054  -0.008
C16 -6.049 -5.748 24.295  -0.399
C17 -5.972 -7.284 24.604  -0.128
C18 -6.565 -8.198 23.455  -0.144
C19 -5.648 -8.008 22.219  -0.107
C20 -5.340 -6.492 21.908  -0.432
N4 -5.264 -5.531 23.047  -0.143
O9 -5.190 -4.177 22.660  -0.033
C21 -3.920 -6.270 21.229  -0.035
C22 -6.344 -6.049 20.845  -0.066
C23 -5.307 -4.984 25.538  -0.036
H39 -8.256 -6.089 24.127  0.055
H40 -7.758 -4.719 23.101  0.053
H41 -7.964 -4.519 24.801  0.050
H42 -4.930 -7.526 24.810  0.114
H43 -6.509 -7.366 25.549  0.103
H44 -7.641 -8.131 23.298  0.102
H45 -6.413 -9.244 23.722  0.099
H46 -6.324 -8.352 21.436  0.108
H47 -4.756 -8.634 22.208  0.115
H48 -3.704 -7.022 20.470  0.063
H49 -3.824 -5.257 20.839  0.065
H50 -3.056 -6.434 21.872  0.074
H51 -6.439 -6.535 19.874  0.088
H52 -7.367 -5.827 21.150  0.071
H53 -6.013 -5.062 20.522  0.061
H54 -4.299 -5.349 25.738  0.071
H55 -5.947 -5.017 26.419  0.064
H56 -5.244 -3.912 25.353  0.050
H57 -4.649 -3.766 23.337  0.081
C24 -0.972 -8.910 13.400  -0.034
C25 -1.885 -7.924 14.196  -0.443
C26 -3.377 -8.399 14.262  -0.154
C27 -3.542 -9.643 15.136  -0.176
C28 -3.017 -9.533 16.586  -0.110
C29 -1.671 -8.703 16.687  -0.389
N5 -1.581 -7.670 15.639  -0.133
O10 -0.349 -7.029 15.615  -0.039
C30 -1.629 -7.963 18.105  -0.006
C31 -0.493 -9.821 16.528  -0.032
C32 -1.993 -6.543 13.393  -0.054
H58 -1.325 -9.155 12.398  0.077
H59 -0.823 -9.823 13.976  0.051
H60 0.060 -8.576 13.284  0.071
H61 -3.975 -7.584 14.670  0.116
H62 -3.663 -8.522 13.218  0.105
H63 -3.110 -10.541 14.695  0.099
H64 -4.611 -9.852 15.164  0.103
H65 -2.937 -10.520 17.042  0.110
H66 -3.684 -8.957 17.227  0.101
H67 -1.403 -6.900 18.022  0.057
H68 -2.630 -7.845 18.521  0.051
H69 -0.962 -8.408 18.843  0.079
H70 -0.829 -10.699 15.976  0.059
H71 0.401 -9.346 16.122  0.059
H72 -0.094 -10.259 17.443  0.066
H73 -2.750 -6.457 12.613  0.065
H74 -1.125 -6.039 12.967  0.063
H75 -2.368 -5.773 14.067  0.067
H76 -0.585 -6.159 15.946  0.094

Atoms 1-2, force components in eV/Å:
Zn 0.0 -1.2 0.4
B -0.2 -0.6 0.1

total charge = -2
HOMO-LUMO gap (spin up / spin down) = 1.7 / 6.9 eV
E_tot = -5515.0649 Eh
spin multiplicity = 2
⟨S²⟩ = 0.754


(3)
Molecular formula: C32H76BCl2F2N9O6P3
Method: DFT, ωB97M-V/def2-TZVPD

Last column: Löwdin charge in e.
Atoms and positions in Å:
C1 -1.053 2.088 -1.531  -0.094
C2 -0.599 0.675 -1.112  -0.229
C3 0.365 0.629 0.081  -0.197
C4 -0.375 0.330 1.399  -0.220
N1 0.493 0.564 2.554  0.016
C5 -0.106 0.905 3.815  -0.266
C6 1.132 1.189 4.729  -0.280
C7 1.714 2.598 4.531  -0.035
C8 2.267 0.148 4.504  -0.150
C9 3.192 0.142 5.746  -0.225
C10 2.895 -1.028 6.713  -0.088
C11 -1.158 2.093 3.830  -0.228
C12 -0.945 3.402 3.116  -0.644
Cl1 0.014 3.582 1.690  0.852
C13 -1.491 4.531 3.618  -0.714
C14 -1.365 5.896 3.012  -0.114
Cl2 -2.465 4.481 5.066  0.733
N2 -2.550 1.478 3.758  -0.045
P1 -3.839 2.329 2.695  0.921
O1 -5.251 1.776 3.233  -0.200
O2 -3.612 1.859 1.170  -0.216
C15 -2.495 -0.061 3.892  -0.296
F1 -3.492 -0.216 4.842  0.057
C16 -2.968 -0.917 2.734  -0.088
C17 -3.586 -2.285 3.141  -0.152
C18 -2.572 -3.377 3.524  -0.259
N3 -3.097 -4.671 3.051  -0.002
C19 -1.055 -0.230 4.413  -0.243
F2 -0.517 -1.387 3.800  0.012
C20 -0.922 -0.605 5.886  0.047
B1 -1.382 0.435 7.001  -0.609
O3 -0.467 1.259 7.665  0.140
O4 -2.693 0.524 7.408  0.177
H1 -1.050 2.140 -2.619  0.067
H2 -0.425 2.856 -1.088  0.032
H3 -2.101 2.212 -1.251  0.052
H4 -0.083 0.193 -1.941  0.090
H5 -1.452 0.028 -0.893  0.103
H6 1.042 1.483 0.150  0.084
H7 1.009 -0.242 -0.076  0.114
H8 -0.532 -0.746 1.343  0.111
H9 -1.316 0.895 1.389  0.092
H10 1.174 1.252 2.266  0.082
H11 0.897 1.115 5.791  0.110
H12 1.948 2.837 3.495  0.063
H13 2.633 2.704 5.104  0.086
H14 1.020 3.327 4.962  0.082
H15 1.817 -0.834 4.388  0.102
H16 2.846 0.437 3.630  0.113
H17 3.101 1.062 6.325  0.094
H18 4.225 0.123 5.398  0.105
H19 2.431 -0.622 7.615  0.070
H20 2.201 -1.760 6.303  0.062
H21 3.818 -1.501 7.041  0.071
H22 -1.070 2.398 4.875  0.100
H23 -2.215 6.493 3.341  0.072
H24 -0.453 6.392 3.345  0.099
H25 -1.430 5.856 1.929  0.070
H26 -2.910 1.715 4.689  0.114
H27 -5.677 2.473 3.748  0.077
H28 -4.358 1.294 0.897  0.089
H29 -3.741 -0.440 2.131  0.101
H30 -2.194 -1.178 2.025  0.096
H31 -4.038 -2.644 2.216  0.113
H32 -4.409 -2.174 3.845  0.112
H33 -1.689 -3.198 2.916  0.104
H34 -2.335 -3.395 4.589  0.107
H35 -2.376 -5.216 2.606  0.060
H36 -3.547 -5.190 3.790  0.066
H37 0.124 -0.844 6.072  0.104
H38 -1.464 -1.543 6.026  0.131
H39 -0.475 2.168 7.351  0.100
H40 -2.856 1.449 7.627  0.111
O5 -1.314 -2.956 -2.063  -0.310
P2 -0.697 -4.251 -2.530  0.690
N4 0.274 -3.682 -3.822  -0.302
C21 0.790 -4.522 -4.885  -0.132
C22 1.281 -2.691 -3.448  -0.122
N5 -2.132 -4.976 -3.194  -0.346
C23 -2.536 -4.620 -4.547  -0.125
C24 -3.274 -4.899 -2.292  -0.154
N6 0.104 -5.815 -2.404  -0.285
C25 -0.653 -7.070 -2.351  -0.125
C26 1.067 -5.813 -1.277  -0.131
H41 1.701 -5.063 -4.595  0.082
H42 1.030 -3.899 -5.750  0.087
H43 0.066 -5.259 -5.221  0.057
H44 2.160 -3.160 -2.981  0.076
H45 0.872 -1.967 -2.744  0.056
H46 1.617 -2.133 -4.323  0.075
H47 -2.539 -3.537 -4.720  0.087
H48 -3.538 -5.003 -4.748  0.081
H49 -1.892 -5.093 -5.289  0.057
H50 -3.750 -3.912 -2.309  0.078
H51 -2.968 -5.103 -1.262  0.069
H52 -4.016 -5.652 -2.566  0.083
H53 -1.374 -7.101 -1.529  0.080
H54 0.048 -7.898 -2.219  0.084
H55 -1.173 -7.250 -3.285  0.077
H56 0.561 -5.806 -0.307  0.077
H57 1.707 -4.927 -1.329  0.070
H58 1.720 -6.685 -1.327  0.081
O6 1.721 1.615 -4.234  -0.306
P3 2.179 2.613 -5.269  0.696
N7 3.489 1.763 -5.972  -0.306
C27 4.544 2.388 -6.747  -0.133
C28 3.139 0.475 -6.567  -0.132
N8 2.810 3.813 -4.175  -0.344
C29 4.161 3.659 -3.660  -0.126
C30 1.887 4.112 -3.092  -0.161
N9 2.037 3.791 -6.569  -0.285
C31 1.953 5.230 -6.304  -0.126
C32 0.922 3.426 -7.476  -0.128
H59 4.254 2.569 -7.790  0.083
H60 5.421 1.737 -6.749  0.088
H61 4.860 3.338 -6.326  0.057
H62 2.674 0.596 -7.555  0.075
H63 2.443 -0.070 -5.932  0.058
H64 4.028 -0.148 -6.682  0.083
H65 4.358 2.650 -3.275  0.087
H66 4.337 4.374 -2.854  0.080
H67 4.904 3.895 -4.422  0.058
H68 1.920 3.344 -2.308  0.070
H69 0.861 4.163 -3.467  0.070
H70 2.121 5.083 -2.646  0.083
H71 1.122 5.497 -5.645  0.080
H72 1.816 5.755 -7.252  0.085
H73 2.878 5.602 -5.876  0.076
H74 -0.054 3.578 -7.005  0.082
H75 0.996 2.373 -7.763  0.071
H76 0.964 4.012 -8.394  0.081

Atoms 1-2, force components in eV/Å:
C -0.6 -1.0 -0.1
C 0.6 0.2 -0.1

total charge = +1
relative energy (zero: lowest compared OMol25 entry of this formula, charge and spin) = 0.0 kcal per mole
HOMO-LUMO gap = 7.1 eV
E_tot = -4377.9381 Eh


The lowest E_tot belongs to which entry?
C32H76B2F6N5O10S2Zn


Which of these has the highest E_tot?
C32H75FN5O6PS3